{"formula": "C48H49F7NSSi", "method": "ωB97M-V/def2-TZVPD", "max_force_ev_per_a": 1.28, "gap_ev": 6.7, "homo_ev": -10.324, "charge": 1, "e_above_lowest_kcal_mol": 0.00, "species": ["C", "Si", "C", "C", "N", "C", "S", "C", "C", "H", "H", "H", "H", "H", "H", "H", "H", "H", "H", "H", "H", "H", "H", "F", "C", "C", "C", "C", "C", "C", "H", "H", "H", "H", "H", "F", "C", "C", "C", "C", "C", "C", "H", "H", "H", "H", "H", "F", "C", "C", "C", "C", "C", "C", "H", "H", "H", "H", "H", "F", "C", "C", "C", "C", "C", "C", "H", "H", "H", "H", "H", "F", "C", "C", "C", "C", "C", "C", "H", "H", "H", "H", "H", "F", "C", "C", "C", "C", "C", "C", "H", "H", "H", "H", "H", "F", "C", "C", "C", "C", "C", "C", "H", "H", "H", "H", "H"], "xyz": [[8.5455, -0.2136, 3.6082], [7.4311, -0.0507, 5.0722], [7.0965, -1.7000, 5.8999], [8.0878, 1.2032, 6.2929], [5.8244, 0.6498, 4.5097], [5.5497, 1.1069, 3.3435], [4.0078, 1.7633, 3.1128], [3.4633, 1.2129, 4.7708], [4.7533, 0.7529, 5.4960], [9.5358, -0.4909, 3.9546], [8.2317, -0.9713, 2.8972], [8.6681, 0.7118, 3.0583], [7.8271, -2.4104, 5.5393], [6.0950, -2.0399, 5.6661], [7.1933, -1.6097, 6.9745], [8.9057, 0.7984, 6.8721], [7.2842, 1.4896, 6.9622], [8.4015, 2.1021, 5.7756], [6.2606, 1.0974, 2.5331], [2.8618, 0.3399, 4.5797], [2.9460, 2.0171, 5.2617], [4.9925, 1.4255, 6.3069], [4.5590, -0.2292, 5.8990], [-1.0951, -2.3962, 0.7753], [-0.2649, -1.4276, 0.3331], [-0.6010, -0.7267, -0.8064], [0.2523, 0.2719, -1.2485], [1.4213, 0.5527, -0.5544], [1.7364, -0.1674, 0.5887], [0.8881, -1.1671, 1.0432], [-1.5141, -0.9638, -1.3350], [0.0021, 0.8332, -2.1378], [2.0841, 1.3327, -0.9053], [2.6480, 0.0484, 1.1293], [1.1103, -1.7399, 1.9343], [-3.7919, 2.7527, 2.1931], [-4.2368, 1.5155, 1.8891], [-3.3642, 0.4512, 1.9867], [-3.8233, -0.8201, 1.6753], [-5.1364, -1.0078, 1.2669], [-5.9955, 0.0786, 1.1752], [-5.5477, 1.3529, 1.4907], [-2.3418, 0.6213, 2.2988], [-3.1526, -1.6638, 1.7501], [-5.4900, -1.9998, 1.0197], [-7.0181, -0.0640, 0.8528], [-6.2028, 2.2119, 1.4290], [-1.0090, -3.4119, -2.7796], [-2.1932, -4.0479, -2.6311], [-2.7022, -4.7679, -3.6922], [-3.9165, -5.4193, -3.5322], [-4.6016, -5.3371, -2.3278], [-4.0686, -4.6052, -1.2765], [-2.8518, -3.9542, -1.4223], [-2.1539, -4.8150, -4.6236], [-4.3275, -5.9952, -4.3508], [-5.5481, -5.8456, -2.2063], [-4.6025, -4.5390, -0.3380], [-2.4175, -3.3837, -0.6150], [8.6994, 1.0749, 0.6114], [7.7646, 1.3789, -0.3223], [7.1712, 0.3532, -1.0288], [6.1965, 0.6685, -1.9645], [5.8354, 1.9915, -2.1789], [6.4495, 3.0052, -1.4569], [7.4237, 2.7014, -0.5172], [7.4727, -0.6706, -0.8501], [5.7192, -0.1219, -2.5271], [5.0765, 2.2324, -2.9103], [6.1706, 4.0364, -1.6252], [7.9129, 3.4758, 0.0594], [-10.3856, 0.6725, -0.6950], [-9.5332, 1.5866, -1.1956], [-8.6091, 1.1945, -2.1434], [-7.7327, 2.1390, -2.6559], [-7.7852, 3.4535, -2.2137], [-8.7205, 3.8252, -1.2582], [-9.6059, 2.8892, -0.7441], [-8.5799, 0.1634, -2.4701], [-7.0073, 1.8465, -3.4026], [-7.0992, 4.1871, -2.6147], [-8.7634, 4.8485, -0.9110], [-10.3467, 3.1602, -0.0039], [4.2897, 5.6281, -0.3006], [4.8506, 6.7245, -0.8611], [4.1317, 7.4423, -1.7941], [4.7143, 8.5636, -2.3650], [5.9985, 8.9462, -2.0033], [6.7031, 8.2069, -1.0649], [6.1273, 7.0866, -0.4835], [3.1339, 7.1245, -2.0654], [4.1625, 9.1403, -3.0942], [6.4488, 9.8204, -2.4529], [7.7046, 8.5017, -0.7831], [6.6571, 6.4998, 0.2558], [-8.0736, -6.3290, -1.9201], [-8.2616, -7.0215, -3.0640], [-9.0980, -8.1183, -3.0533], [-9.2867, -8.8228, -4.2329], [-8.6380, -8.4295, -5.3954], [-7.7987, -7.3248, -5.3802], [-7.6084, -6.6097, -4.2070], [-9.5901, -8.4106, -2.1355], [-9.9433, -9.6818, -4.2435], [-8.7874, -8.9839, -6.3118], [-7.2896, -7.0175, -6.2837], [-6.9656, -5.7397, -4.1761]], "atomic_forces_ev_per_a": [[-0.4, 0.1, -0.2], [1.1, -0.3, 0.5], [-0.2, 0.9, -0.3], [-0.7, -0.1, -0.6], [0.8, -0.5, 0.5], [-0.6, 0.4, -0.2], [-0.1, 0.3, -0.2], [1.1, -0.4, -0.6], [-1.2, 0.2, -0.3], [0.2, -0.1, 0.2], [-0.1, -0.2, -0.1], [0.0, 0.3, -0.1], [0.1, -0.3, -0.1], [-0.2, -0.4, 0.0], [0.0, 0.0, 0.2], [0.2, -0.1, 0.1], [0.0, 0.1, 0.4], [0.2, 0.2, -0.1], [0.3, 0.0, -0.1], [-0.7, 0.0, 0.1], [-0.3, 0.1, 0.2], [0.4, 0.2, 0.1], [0.2, -0.3, 0.3], [0.2, 0.0, 0.1], [0.0, 0.1, -0.1], [-0.2, 0.0, -0.1], [0.1, 0.0, 0.1], [0.0, 0.1, 0.0], [-0.1, 0.0, -0.1], [0.1, -0.1, 0.2], [0.0, 0.0, 0.0], [0.0, 0.0, 0.0], [0.0, 0.0, 0.0], [0.0, 0.0, 0.0], [0.0, 0.0, 0.0], [0.0, 0.0, 0.0], [-0.1, -0.1, 0.0], [0.2, 0.0, 0.0], [-0.1, 0.0, 0.0], [0.0, 0.0, 0.0], [0.1, 0.0, 0.0], [-0.1, 0.1, 0.0], [0.0, 0.0, 0.0], [0.0, 0.0, 0.0], [0.0, 0.0, 0.0], [0.0, 0.0, 0.0], [0.0, 0.0, 0.0], [0.0, 0.0, 0.0], [-0.2, -0.1, 0.0], [0.1, 0.0, -0.2], [0.0, 0.0, 0.1], [-0.1, -0.1, 0.0], [0.0, 0.0, -0.1], [0.0, 0.1, 0.1], [0.0, 0.0, 0.0], [0.0, 0.0, 0.0], [0.0, 0.0, 0.0], [0.0, 0.0, 0.0], [0.0, 0.0, 0.0], [0.0, 0.0, 0.0], [-0.2, 0.0, -0.1], [0.0, -0.2, 0.1], [0.0, 0.1, 0.0], [0.0, 0.0, 0.0], [-0.1, 0.0, 0.0], [0.1, 0.1, 0.2], [0.0, 0.0, 0.0], [0.0, 0.0, 0.0], [0.0, 0.0, 0.0], [0.0, 0.0, 0.0], [0.0, 0.0, 0.0], [0.0, 0.0, 0.0], [0.1, 0.1, -0.1], [0.0, -0.2, 0.0], [0.0, 0.1, 0.1], [0.0, 0.0, 0.0], [0.0, -0.1, 0.0], [-0.1, 0.0, 0.1], [0.0, 0.0, 0.0], [0.0, 0.0, 0.0], [0.0, 0.0, 0.0], [0.0, 0.0, 0.0], [0.0, 0.0, 0.0], [0.0, -0.1, 0.0], [0.1, 0.2, -0.1], [-0.2, -0.1, 0.0], [0.1, 0.0, 0.0], [0.0, 0.0, 0.0], [0.0, 0.0, 0.0], [0.1, -0.1, 0.1], [0.0, 0.0, 0.0], [0.0, 0.0, 0.0], [0.0, 0.0, 0.0], [0.0, 0.0, 0.0], [0.0, 0.0, 0.0], [0.0, 0.0, 0.0], [0.0, -0.1, -0.1], [-0.1, -0.1, 0.2], [0.1, 0.1, -0.1], [0.0, 0.0, 0.0], [-0.1, -0.1, 0.0], [0.1, 0.2, 0.0], [0.0, 0.0, 0.0], [0.0, 0.0, 0.0], [0.0, 0.0, 0.0], [0.0, 0.0, 0.0], [0.0, 0.0, 0.0]]}


{"formula": "C48H53N13O26", "method": "ωB97M-V/def2-TZVPD", "max_force_ev_per_a": 3.45, "gap_ev": 8.6, "homo_ev": -9.653, "charge": 0, "species": ["C", "N", "O", "O", "H", "H", "H", "C", "N", "O", "O", "H", "H", "H", "C", "N", "O", "O", "H", "H", "H", "C", "N", "O", "O", "H", "H", "H", "C", "N", "O", "O", "H", "H", "H", "C", "N", "O", "O", "H", "H", "H", "C", "C", "C", "C", "C", "C", "N", "O", "O", "H", "H", "H", "H", "H", "C", "C", "C", "C", "C", "C", "N", "O", "O", "H", "H", "H", "H", "H", "C", "C", "C", "C", "C", "C", "N", "O", "O", "H", "H", "H", "H", "H", "C", "C", "C", "C", "C", "C", "N", "O", "O", "H", "H", "H", "H", "H", "C", "C", "C", "C", "C", "C", "N", "O", "O", "H", "H", "H", "H", "H", "C", "C", "C", "C", "C", "C", "N", "O", "O", "H", "H", "H", "H", "H", "C", "C", "C", "C", "C", "C", "N", "O", "O", "H", "H", "H", "H", "H"], "xyz": [[-0.9152, -4.1883, -3.1123], [-1.7924, -4.8191, -2.1003], [-2.7899, -5.4436, -2.4863], [-1.4001, -4.7052, -0.9214], [-0.8805, -3.1122, -2.9420], [-1.3747, -4.3105, -4.0931], [0.0683, -4.6573, -3.1436], [-6.7935, 0.9955, 0.1506], [-5.5340, 1.6431, 0.7273], [-4.4747, 1.4651, 0.1776], [-5.6763, 2.3964, 1.6532], [-6.5304, 0.5253, -0.7969], [-7.4571, 1.7636, -0.2466], [-7.3009, 0.4419, 0.9407], [4.5622, -4.5476, -3.1261], [3.0717, -4.4100, -3.2028], [2.5924, -3.3639, -2.8408], [2.4195, -5.3104, -3.7801], [4.9190, -4.9979, -2.1998], [5.1150, -3.6350, -3.3492], [4.8759, -5.2499, -3.8983], [-0.5202, 2.1431, 2.1099], [0.5641, 2.8879, 1.4435], [0.7865, 2.5747, 0.2500], [1.2080, 3.7180, 2.1065], [-0.2774, 1.0936, 1.9432], [-1.3639, 2.5896, 1.5836], [-0.4551, 2.5278, 3.1277], [-4.5788, -1.4778, -4.3780], [-4.8518, -0.0308, -4.3008], [-4.3566, 0.7152, -5.1762], [-5.3458, 0.2821, -3.2064], [-4.6357, -1.7881, -5.4214], [-5.2162, -2.0401, -3.6956], [-3.5304, -1.6136, -4.1124], [-2.1260, 0.4047, -8.2091], [-2.4711, -0.6704, -7.2177], [-3.4647, -1.3477, -7.4518], [-1.7483, -0.8429, -6.1974], [-2.9796, 0.7057, -8.8165], [-1.2793, 0.0164, -8.7751], [-1.7052, 1.2422, -7.6528], [-2.3545, -5.3059, 2.4708], [-1.3351, -4.5031, 2.8975], [-1.1766, -4.3364, 4.3094], [-1.9238, -5.1394, 5.2563], [-2.9059, -6.0574, 4.7281], [-3.0921, -6.1250, 3.3495], [-1.7435, -5.0117, 6.7634], [-2.1713, -5.9959, 7.4254], [-0.9260, -4.1841, 7.1717], [-2.5255, -5.3755, 1.4067], [-0.6979, -4.0314, 2.1641], [-0.3968, -3.6734, 4.6540], [-3.4156, -6.7031, 5.4279], [-3.7354, -6.8333, 2.8487], [1.1077, 5.4677, -2.3421], [-0.2008, 4.9156, -2.3284], [-0.6053, 4.1132, -3.3840], [0.2956, 3.7561, -4.3721], [1.6463, 4.2358, -4.3618], [1.9984, 5.1468, -3.3757], [-0.1187, 2.8751, -5.4702], [-1.3133, 2.5649, -5.5720], [0.7007, 2.5137, -6.2991], [1.3368, 6.1185, -1.5112], [-0.7984, 5.0771, -1.4434], [-1.6445, 3.8425, -3.4986], [2.3123, 4.0330, -5.1875], [2.9479, 5.6573, -3.4402], [3.4929, -0.0395, 2.3585], [3.2976, 1.0155, 1.5019], [4.1359, 2.1751, 1.6047], [5.2166, 2.2905, 2.4506], [5.3963, 1.2165, 3.3061], [4.5352, 0.1127, 3.3110], [6.2381, 3.3432, 2.4204], [7.2740, 3.2318, 3.0799], [6.0308, 4.2595, 1.6588], [2.8359, -0.8933, 2.4350], [2.5580, 0.9423, 0.7183], [4.0674, 2.8731, 0.7835], [6.0782, 1.2895, 4.1404], [4.6680, -0.6737, 4.0393], [5.4863, 4.0114, -5.2873], [4.9458, 2.9967, -6.0979], [4.6169, 1.8181, -5.5557], [4.5341, 1.7593, -4.1431], [4.8046, 2.8578, -3.2903], [5.3865, 3.9932, -3.8604], [3.8764, 0.5766, -3.5922], [3.6867, 0.4808, -2.4123], [3.5284, -0.2467, -4.4116], [5.7938, 4.9357, -5.7537], [4.8371, 3.0405, -7.1716], [4.3370, 1.0581, -6.2701], [4.6416, 2.8219, -2.2232], [5.7169, 4.8214, -3.2509], [-3.4645, -0.8445, 2.7330], [-3.5663, 0.4487, 3.2800], [-3.4096, 0.6405, 4.7204], [-3.3144, -0.5091, 5.5051], [-3.3548, -1.7791, 4.9461], [-3.5007, -1.9332, 3.5857], [-3.1688, -0.3591, 6.9770], [-3.2283, 0.7920, 7.5042], [-3.1425, -1.4229, 7.6237], [-3.4050, -1.0333, 1.6713], [-3.6115, 1.3387, 2.6697], [-3.4771, 1.6176, 5.1755], [-3.1583, -2.6592, 5.5403], [-3.5220, -2.8984, 3.1018], [0.5252, -0.6063, 5.4968], [1.0744, 0.4028, 4.6837], [1.5041, 1.5855, 5.2919], [1.3675, 1.7797, 6.6706], [0.9133, 0.7313, 7.4826], [0.4258, -0.4277, 6.8568], [1.9585, 3.0237, 7.3113], [2.1345, 3.9673, 6.5733], [2.1451, 3.0805, 8.5137], [0.3775, -1.5551, 5.0025], [1.2969, 0.2647, 3.6359], [1.9686, 2.2867, 4.6145], [0.7460, 0.9927, 8.5170], [0.0988, -1.2830, 7.4294], [-1.4525, 0.3739, -2.9919], [-2.0931, 0.3187, -1.7533], [-1.3436, -0.2766, -0.6536], [-0.0669, -0.8521, -0.8797], [0.4832, -0.7893, -2.1506], [-0.2206, -0.2208, -3.2283], [0.7009, -1.5219, 0.2862], [1.8117, -2.0959, 0.1522], [0.3329, -1.3058, 1.4604], [-2.0030, 0.7878, -3.8238], [-3.0613, 0.7787, -1.6216], [-1.7827, -0.2220, 0.3316], [1.4626, -1.2289, -2.2684], [0.3813, -0.0668, -4.1117]], "atomic_forces_ev_per_a": [[-0.4, 0.3, -1.3], [0.0, -0.8, 1.0], [1.5, 1.1, 1.0], [-1.2, -0.3, -1.8], [0.3, -0.2, 0.5], [-0.1, -0.2, 0.2], [-0.1, 0.1, 0.5], [0.3, 0.6, -0.7], [-1.2, 0.5, -0.8], [0.5, -0.7, -0.5], [-0.4, 0.1, 0.8], [0.4, -0.9, 0.6], [0.1, 0.6, 0.8], [0.3, -0.2, -0.3], [1.0, -1.0, -0.7], [-0.6, -0.5, -1.7], [0.0, -0.2, 0.4], [1.3, 1.2, 1.3], [-0.6, 0.3, 0.3], [-0.8, 0.3, 0.4], [-0.4, -0.1, 0.0], [0.6, 1.4, 0.0], [2.3, 0.4, -1.2], [-0.3, 1.0, 2.1], [-1.1, -1.3, -1.5], [-0.6, 0.0, 0.1], [-0.6, -0.9, 0.2], [-0.4, -0.7, 0.1], [0.3, -0.7, -1.1], [1.5, 0.6, 0.8], [-1.7, -1.3, 2.1], [0.2, 0.9, -1.9], [-0.2, 0.0, 0.1], [0.0, 0.4, -0.2], [0.0, 0.2, 0.2], [0.9, 0.2, 0.7], [0.1, -0.8, 1.8], [0.9, 0.6, 0.1], [-1.4, 0.7, -2.6], [0.1, -0.5, 0.2], [-0.3, -0.2, -0.3], [-0.3, 0.0, 0.2], [-0.3, -1.0, -0.1], [-0.2, 0.1, 2.2], [-0.3, -1.3, 0.6], [-0.8, 0.8, -2.4], [1.4, 1.0, 0.5], [0.6, 0.7, -0.1], [1.8, -2.6, -0.1], [0.4, 2.8, -1.2], [-1.8, -0.7, -0.4], [-0.1, -0.2, -0.1], [0.1, 0.4, 0.3], [-0.1, 0.0, 0.3], [-0.1, 0.0, -0.1], [-0.4, -0.1, 0.5], [-1.3, -1.0, -0.2], [1.9, 0.2, -0.1], [-0.5, 0.0, -0.2], [1.9, 0.5, 0.2], [-1.8, 0.1, 0.0], [-0.4, 0.2, 0.3], [-1.3, -0.3, -1.1], [1.0, 0.5, 0.6], [0.2, 0.3, 0.6], [0.5, 0.1, -0.1], [-0.4, 0.2, -0.3], [0.0, -0.4, 0.2], [0.0, -0.3, 0.1], [0.2, -0.2, 0.1], [1.1, 0.7, 1.5], [1.0, 1.0, 0.3], [-0.3, -0.3, -2.2], [-0.5, -2.0, 0.6], [-0.5, -0.8, 1.6], [-0.2, 0.2, -0.8], [0.8, 0.2, -0.1], [-1.4, -0.3, -0.3], [-0.2, 0.4, -0.2], [0.1, -0.2, -0.4], [0.0, 0.3, -0.1], [-0.4, 0.4, 0.2], [0.5, 0.0, -0.3], [0.2, 0.1, 0.1], [-1.1, 0.9, 1.0], [1.5, 1.7, -0.1], [-0.8, -0.9, 1.7], [-0.3, 1.0, -0.1], [0.6, -0.7, -1.0], [-0.2, -1.2, -2.0], [0.2, 0.0, -0.8], [0.0, 0.2, 1.1], [-0.3, -0.7, -0.2], [0.3, 0.0, -0.1], [0.4, 0.6, -0.1], [-0.2, -0.5, 0.7], [-0.1, -0.3, 0.0], [0.0, 0.0, -0.1], [-0.8, 1.3, 0.7], [1.3, -0.2, 2.1], [-0.9, -1.2, -2.1], [0.3, 1.0, -0.3], [0.2, -0.4, 0.4], [0.6, 0.0, -0.5], [-1.0, 0.3, 2.0], [0.5, -3.0, -1.7], [0.3, 2.1, -1.0], [-0.3, 0.3, -0.1], [-0.1, -0.1, -0.1], [0.2, 0.0, 0.0], [-0.4, 0.1, 0.3], [0.1, -0.2, 0.4], [1.1, 0.6, -1.4], [0.0, 0.2, 1.6], [-0.1, 0.0, -0.5], [0.9, -1.0, 0.1], [-1.0, 1.2, -0.9], [0.5, -0.1, 0.7], [-0.9, 0.2, 0.0], [0.2, -0.1, -0.5], [-0.1, -0.9, -0.4], [-0.6, -0.2, 0.3], [-0.3, -0.1, 0.0], [0.1, 0.5, 0.4], [0.3, -0.6, 0.3], [-0.2, 0.2, 0.3], [-0.8, -0.6, -0.3], [2.6, -1.1, 1.3], [-0.5, 0.5, -1.2], [-1.3, 0.1, 0.4], [0.2, -0.6, 0.1], [1.2, 0.4, 1.7], [2.6, 0.5, 1.9], [-2.9, 1.1, -1.5], [-1.0, 0.1, -1.9], [0.1, 0.3, -0.2], [0.0, -0.1, 0.3], [0.1, -0.3, 0.1], [0.2, 0.1, -0.3], [-0.5, -0.2, -0.5]]}